# 1
61
Properties=species:S:1:pos:R:3 method="wB97M-V/def2-TZVPD" e_tot_ha=-1227.24782 spin_multiplicity=1 lumo_ev=0.68 total_charge=0 homo_ev=-8.54 de_lowest_kcal_mol=5.0 gap_ev=9.22 smiles="CCN(C[C@@H](C)NC(=O)c1ccn(C)c1)C(=O)COC[C@@H](C)N1CCCC1"
C -0.3372 1.8862 -1.5589
C -0.3472 1.5263 -0.0782
N 0.0727 0.1538 0.1766
C 1.5024 -0.0532 0.2787
C 2.0268 0.2320 1.6883
C 1.7846 -0.9222 2.6422
N 3.4422 0.5418 1.6318
C 3.8920 1.7323 1.1489
O 3.1202 2.5893 0.7403
C 5.3577 1.9155 1.1291
C 6.0252 3.1649 1.0518
C 7.3647 2.9053 1.0097
N 7.5421 1.5452 1.0397
C 8.8202 0.8627 0.9965
C 6.3296 0.9386 1.1077
C -0.7703 -0.9108 0.2504
O -0.3792 -2.0515 0.4081
C -2.2561 -0.5896 0.1326
O -2.9831 -1.7781 0.1565
C -4.3693 -1.5483 0.0141
C -5.0793 -2.8888 0.1118
C -4.7846 -3.5238 1.4612
N -6.5142 -2.7101 -0.0864
C -7.2717 -3.9543 0.0266
C -8.6440 -3.6156 -0.5527
C -8.3783 -2.4434 -1.5203
C -6.8768 -2.1787 -1.4008
H -0.6607 2.9185 -1.7015
H 0.6681 1.7957 -1.9718
H -1.0007 1.2394 -2.1343
H 0.3449 2.1837 0.4514
H -1.3316 1.7076 0.3524
H 1.7431 -1.0772 -0.0074
H 1.9959 0.6168 -0.4269
H 1.5074 1.1178 2.0684
H 0.7258 -1.1736 2.6704
H 2.3124 -1.8206 2.3126
H 2.1050 -0.6678 3.6541
H 4.0909 -0.0611 2.1079
H 5.5508 4.1308 1.0337
H 8.2108 3.5695 0.9593
H 8.7048 -0.0944 0.4935
H 9.5331 1.4676 0.4418
H 9.2055 0.6931 2.0029
H 6.2531 -0.1372 1.1052
H -2.5520 0.0610 0.9694
H -2.4386 -0.0367 -0.8005
H -4.7398 -0.8805 0.8065
H -4.5623 -1.0666 -0.9520
H -4.6675 -3.5419 -0.6807
H -3.7093 -3.5571 1.6281
H -5.2439 -2.9397 2.2625
H -5.1596 -4.5449 1.5190
H -6.7862 -4.7695 -0.5395
H -7.3316 -4.2786 1.0651
H -9.0836 -4.4760 -1.0563
H -9.3262 -3.3191 0.2425
H -8.6546 -2.6851 -2.5461
H -8.9447 -1.5603 -1.2292
H -6.6451 -1.1158 -1.4711
H -6.3147 -2.6863 -2.2053

=====

# 2
70
Properties=species:S:1:pos:R:3 method="wB97M-V/def2-TZVPD" e_tot_ha=-3290.09035 spin_multiplicity=1 lumo_ev=-0.43 total_charge=0 homo_ev=-6.43 de_lowest_kcal_mol=46.1 gap_ev=6.00
Rh 0.0917 0.1065 0.3598
S 2.2393 0.0438 1.0688
C 3.0601 1.5088 0.4982
C 4.4429 1.6260 0.4723
C 5.0197 2.8364 0.1093
C 4.2082 3.9130 -0.2359
C 2.8255 3.7836 -0.2201
C 2.2468 2.5752 0.1563
S 0.5021 2.3458 0.2433
H 5.0629 0.7797 0.7451
H 6.0969 2.9382 0.0932
H 4.6530 4.8558 -0.5274
H 2.1941 4.6177 -0.5007
C -2.0513 -0.0107 4.1568
C -1.3245 -0.3711 2.9060
N -0.3149 0.2799 2.4631
O 0.0403 1.3794 3.1987
C -1.7240 -1.5388 2.1060
C -2.5742 -2.6210 2.6830
N -1.2363 -1.5750 0.9054
O -1.4319 -2.6041 0.1379
H -1.9593 1.0546 4.3504
H -1.6428 -0.5481 5.0160
H -3.1028 -0.2766 4.0630
H 0.7263 1.7882 2.6385
H -2.1831 -2.9582 3.6462
H -2.6026 -3.4587 1.9912
H -3.5991 -2.2800 2.8533
C 1.1236 -4.9435 -1.9329
N 0.8090 -3.8384 -2.9499
C 2.1214 -3.3008 -3.5202
N 2.9814 -2.8703 -2.4826
C 3.2483 -3.9745 -1.5652
N 2.0302 -4.4932 -0.9419
C 1.4130 -3.5228 -0.0107
P 0.8504 -1.9863 -0.8580
C 0.0015 -2.7287 -2.3220
C 2.4588 -1.6923 -1.7477
H 1.5459 -5.7670 -2.5118
H 0.1693 -5.2326 -1.4945
H 0.2676 -4.2487 -3.7102
H 1.8507 -2.4818 -4.1858
H 2.5631 -4.1229 -4.0867
H 3.9225 -3.6285 -0.7845
H 3.7285 -4.7863 -2.1170
H 2.1614 -3.2348 0.7302
H 0.5720 -3.9808 0.5072
H -0.1761 -1.9641 -3.0751
H -0.9571 -3.1372 -2.0073
H 3.2040 -1.3969 -1.0121
H 2.3456 -0.8466 -2.4315
C -3.4922 3.7790 -3.0209
C -3.3108 3.4254 -1.5675
O -3.8001 2.0838 -1.3334
P -2.7551 0.9872 -0.8261
O -2.3129 1.2861 0.5569
Te -0.9126 0.6864 -2.3084
O -3.6146 -0.3373 -0.9543
C -4.6098 -0.6632 0.0368
C -5.9560 -0.7698 -0.6366
H -3.1490 4.7995 -3.2014
H -4.5413 3.7100 -3.3107
H -2.9137 3.1059 -3.6546
H -3.8845 4.0820 -0.9136
H -2.2618 3.4919 -1.2678
H -4.6079 0.0924 0.8246
H -4.2986 -1.6122 0.4759
H -6.2433 0.1874 -1.0719
H -6.7181 -1.0641 0.0884
H -5.9315 -1.5152 -1.4314

=====

# 3
70
Properties=species:S:1:pos:R:3 method="wB97M-V/def2-TZVPD" e_tot_ha=-2122.28020 spin_multiplicity=1 lumo_ev=-0.76 total_charge=0 homo_ev=-9.44 gap_ev=8.68 smiles=CC[C@H](F)B1OB(C(F)(F)c2cccc(C(F)(F)F)c2)OB([Si](C)(C)C)O1.CC(C)O.CC(C)O
C 1.2716 -2.7582 0.8947
C 2.1801 -2.1853 2.1389
C 1.3172 -1.6884 3.4424
F 0.4443 -2.7660 3.9965
B 0.4297 -0.3225 3.2110
O 1.1669 0.9902 3.2426
B 0.5245 1.8814 4.2725
C 1.1314 3.3918 4.6429
F 0.0359 4.4121 4.7983
F 1.9009 3.2112 5.9254
C 2.1503 3.7613 3.3691
C 1.5788 4.1054 1.8681
C 2.5762 4.4224 0.5985
C 4.2013 4.3754 0.9072
C 4.7754 4.0347 2.4202
C 6.3994 3.9383 2.7884
F 7.2434 3.7358 1.5721
F 6.5231 2.7202 3.6735
F 6.7976 5.1026 3.6168
C 3.7558 3.7166 3.7018
O -0.7178 1.3163 4.8913
B -1.5136 0.8932 3.6850
Si -2.9702 2.0364 3.1387
C -3.2757 3.2715 4.6254
C -2.2663 3.1336 1.6705
C -4.5910 1.1195 2.6495
O -1.0639 -0.3460 3.0205
H 1.2747 -2.0260 -0.0392
H 1.8092 -3.7571 0.5240
H 0.1710 -3.0419 1.1763
H 2.8999 -1.3266 1.7892
H 2.8604 -3.0906 2.5165
H 2.0994 -1.4384 4.2998
H 0.4237 4.1115 1.6771
H 2.1285 4.6472 -0.4846
H 4.9272 4.5927 -0.0150
H 4.2134 3.4569 4.7597
H -4.2634 2.8953 5.1446
H -2.4253 3.2117 5.4443
H -3.3141 4.3916 4.2737
H -2.9308 3.0350 0.6918
H -2.1886 4.2829 1.9797
H -1.2020 2.6862 1.3715
H -5.3194 1.9484 2.1958
H -4.4355 0.3123 1.8131
H -5.0678 0.7064 3.6382
C -0.5119 -2.1481 -3.7367
C 0.2819 -3.0397 -2.7952
C 0.2866 -4.4835 -3.2716
O -0.2880 -2.9747 -1.4906
H -1.5583 -2.4688 -3.7911
H -0.5170 -1.1143 -3.3748
H -0.0888 -2.1639 -4.7460
H 1.3116 -2.6730 -2.7217
H -0.7315 -4.8871 -3.3094
H 0.8512 -5.1158 -2.5778
H 0.7337 -4.5694 -4.2668
H -1.2024 -3.2984 -1.5462
C -2.9119 -2.4170 -8.0919
C -2.1181 -3.3087 -7.1504
C -2.1134 -4.7525 -7.6267
O -2.6880 -3.2437 -5.8457
H -3.9583 -2.7378 -8.1462
H -2.9170 -1.3833 -7.7300
H -2.4888 -2.4329 -9.1012
H -1.0884 -2.9419 -7.0769
H -3.1315 -5.1560 -7.6646
H -1.5488 -5.3847 -6.9330
H -1.6663 -4.8384 -8.6220
H -3.6024 -3.5674 -5.9014

=====

# 4
74
Properties=species:S:1:pos:R:3 method="wB97M-V/def2-TZVPD" e_tot_ha=-2629.98645 spin_multiplicity=1 lumo_ev=-4.69 total_charge=+1 homo_ev=-11.92 de_lowest_kcal_mol=134.4 gap_ev=7.23
C -3.6469 2.6828 6.3614
C -4.4486 3.3810 5.0971
O -3.6449 4.3272 4.3123
C -3.3640 3.8464 2.9533
O -4.2266 3.2868 2.1025
C -1.8150 4.0695 2.3636
C -1.3417 2.7310 1.5441
C 0.2345 2.8050 1.0086
P 0.8171 0.9644 0.9033
I 1.1293 0.3266 -1.4784
B 2.3828 0.6005 1.9808
O 2.4692 1.3253 3.2722
N 3.4143 -0.3950 1.4773
C 3.3957 -1.6902 2.2696
C 4.7679 0.2835 1.5183
H -4.4690 2.5274 7.2125
H -3.3117 1.5846 6.0617
H -2.7498 3.3295 6.7707
H -4.9544 2.5221 4.4863
H -5.3296 4.0148 5.5924
H -1.9232 4.9394 1.5560
H -1.0629 4.4210 3.1931
H -1.9919 2.4774 0.5941
H -1.4039 1.8153 2.2950
H 0.9118 3.4574 1.7194
H 0.2059 3.2202 -0.1046
H -0.2394 0.1116 1.4024
H 2.5203 2.3051 2.9894
H 4.4820 -2.0238 2.6284
H 2.9528 -2.5613 1.6189
H 2.7756 -1.5568 3.2792
H 5.3640 0.0392 0.5294
H 4.6851 1.4686 1.6108
H 5.4605 -0.0742 2.4136
C 2.0227 -3.4729 -4.1979
C 3.4971 -3.2306 -4.2156
O 3.6229 -2.0451 -4.9779
C 2.4290 -1.3889 -4.8911
O 2.2379 -0.2514 -5.2878
O 1.4778 -2.1710 -4.3021
H 1.6916 -3.9592 -3.2762
H 1.6861 -4.0665 -5.0543
H 3.9036 -3.0522 -3.2145
H 4.0483 -4.0519 -4.6818
C -0.0647 -8.2294 -6.8936
C 0.5691 -7.0721 -7.5950
O 0.8271 -6.1578 -6.5464
C 0.9032 -6.8862 -5.3943
O 1.2806 -6.4427 -4.3226
O 0.5028 -8.1753 -5.5983
H 0.1620 -9.1839 -7.3766
H -1.1512 -8.1227 -6.8083
H 1.5179 -7.3406 -8.0715
H -0.0914 -6.6269 -8.3440
C 1.7929 0.7853 -8.3432
C 2.2764 2.0783 -8.9154
O 1.8695 2.0076 -10.2688
C 0.8196 1.1368 -10.3226
O 0.1157 0.9664 -11.3041
O 0.6596 0.4827 -9.1351
H 1.5166 0.8739 -7.2890
H 2.5260 -0.0207 -8.4527
H 1.8003 2.9465 -8.4478
H 3.3621 2.1857 -8.8419
C -5.5135 2.9106 11.3555
C -4.1324 3.2507 11.8137
O -3.3113 2.4146 11.0206
C -4.0239 2.1090 9.8970
O -3.5603 1.5461 8.9193
O -5.3219 2.5162 10.0099
H -6.1943 3.7641 11.4162
H -5.9440 2.0715 11.9119
H -3.8710 4.2953 11.6142
H -3.9841 3.0440 12.8772

=====

# 5
80
Properties=species:S:1:pos:R:3 method="wB97M-V/def2-TZVPD" e_tot_ha=-2326.59428 spin_multiplicity=1 lumo_ev=-1.57 total_charge=0 homo_ev=-8.53 gap_ev=6.96 smiles="NB(O)c1cc2c(cc1N)C(=O)c1c(O)cccc1C2=O.NC(N)=O.NC(N)=O.NC(N)=O.NC(N)=O.NC(N)=O.NC(N)=O"
N -2.5266 3.4577 2.4387
B -2.9103 2.0021 2.7965
O -3.7311 1.6561 4.0095
C -2.3836 0.8486 1.7250
C -0.9007 1.1679 1.0203
C -0.3611 0.0802 -0.0813
C -1.1958 -1.3146 -0.4737
C -2.6479 -1.6137 0.2298
C -3.2253 -0.5107 1.3121
N -4.6108 -0.8065 1.9115
C -0.4836 -2.3063 -1.6168
O -0.5104 -3.6531 -1.5391
C 0.2262 -1.4795 -2.8857
C 0.0864 -1.9882 -4.4424
O -0.6699 -3.2402 -4.6720
C 0.7876 -1.0607 -5.6015
C 1.6153 0.3514 -5.2684
C 1.7412 0.8228 -3.6892
C 1.0541 -0.0792 -2.4979
C 1.0882 0.3323 -0.8772
O 2.1852 0.8282 -0.2994
H -2.7962 3.5569 1.4138
H -1.4854 3.5757 2.4357
H -4.6810 1.8410 3.6814
H -0.2609 2.1329 1.2995
H -3.2065 -2.5981 -0.0931
H -4.7135 -1.8351 2.1175
H -5.2594 -0.6589 1.0805
H -1.6433 -3.1008 -4.4799
H 0.6444 -1.4253 -6.7281
H 2.0986 1.0209 -6.1208
H 2.3011 1.8146 -3.3321
C -6.7961 -3.1079 0.5909
O -5.8162 -3.0138 1.3131
N -6.9970 -4.1548 -0.2296
N -7.7626 -2.1731 0.5510
H -7.7974 -4.2501 -0.8315
H -6.2928 -4.8812 -0.2303
H -7.6501 -1.3684 1.1536
H -8.5768 -2.2330 -0.0370
C 3.2438 2.5294 -8.2232
O 2.8163 1.4427 -7.8668
N 3.6683 2.7682 -9.4772
N 3.3284 3.5853 -7.3941
H 4.0233 3.6561 -9.7896
H 3.6215 1.9996 -10.1335
H 3.0189 3.4481 -6.4408
H 3.6774 4.4878 -7.6692
C 0.1387 1.3632 4.9019
O -0.3919 2.1153 4.0998
N 1.4724 1.2043 4.9778
N -0.5628 0.6260 5.7818
H 1.9277 0.5899 5.6314
H 2.0375 1.7411 4.3328
H -1.5701 0.7161 5.7582
H -0.1438 0.0013 6.4498
C -0.0108 3.8961 8.4145
O -0.4382 2.8094 8.7710
N 0.4137 4.1349 7.1606
N 0.0738 4.9520 9.2437
H 0.7688 5.0228 6.8482
H 0.3669 3.3663 6.5043
H -0.2357 4.8148 10.1970
H 0.4228 5.8545 8.9686
C 3.6475 -1.8919 2.7446
O 4.0078 -1.6496 3.8858
N 3.1713 -3.0936 2.3720
N 3.6943 -0.9788 1.7578
H 2.8697 -3.3120 1.4374
H 3.1195 -3.8096 3.0848
H 4.0464 -0.0609 1.9961
H 3.4020 -1.1596 0.8123
C 4.7529 -3.2131 -4.3751
O 5.8110 -3.7736 -4.6138
N 4.0509 -3.4338 -3.2490
N 4.1944 -2.3246 -5.2167
H 3.1780 -2.9819 -3.0347
H 4.4364 -4.0959 -2.5883
H 4.6908 -2.1296 -6.0763
H 3.3241 -1.8529 -5.0375

=====

# 6
64
Properties=species:S:1:pos:R:3 method="wB97M-V/def2-TZVPD" e_tot_ha=-8434.61944 spin_multiplicity=2 lumo_ev="-8.67 / -8.65" total_charge=+2 homo_ev="-13.09 / -13.09" de_lowest_kcal_mol=35.5 gap_ev="4.42 / 4.44"
Ce -2.2134 -0.8094 0.7129
C 0.2886 4.3660 -0.4198
C -0.7843 3.3430 -0.1163
Ge -0.1461 1.6221 0.7883
C 0.5211 2.1971 2.6160
C 1.9409 2.7947 2.7488
C 1.5935 1.5657 -0.1169
C 1.9121 0.6233 -1.0265
Ge 0.2839 -0.5049 -1.3537
C 0.1734 -0.0775 -3.3661
C 1.1721 -0.6714 -4.3417
C 0.7223 -2.5336 -1.1982
C 0.5639 -3.0823 0.2288
C 3.1179 0.5917 -1.8635
C 3.5159 1.7454 -2.5590
C 4.5316 1.6719 -3.4937
C 5.1959 0.4808 -3.7340
C 4.8233 -0.6864 -3.0520
C 3.7957 -0.6277 -2.1317
H -0.1048 5.3355 -0.7255
H 0.9033 4.0041 -1.2573
H 0.9615 4.5651 0.4220
H -1.2883 2.9651 -1.0281
H -1.5980 3.7262 0.5220
H 0.4069 1.3422 3.3662
H -0.2965 2.8960 2.8947
H 2.7047 1.9897 2.7303
H 2.0332 3.3725 3.6733
H 2.1644 3.4819 1.9171
H 2.2887 2.4154 0.1030
H 0.1341 1.0295 -3.2775
H -0.8927 -0.4083 -3.5861
H 1.9991 0.0225 -4.5572
H 0.7891 -0.9825 -5.3127
H 1.6186 -1.5898 -3.9067
H 1.7570 -2.6376 -1.6058
H 0.0322 -3.1303 -1.8600
H 1.2340 -2.6827 0.9867
H 0.4747 -4.1662 0.3052
H -0.4358 -2.7790 0.6502
H 2.9423 2.6493 -2.3556
H 4.7805 2.5344 -4.1097
H 6.0884 0.4724 -4.3361
H 5.3913 -1.6143 -3.2567
H 3.5206 -1.4905 -1.5185
C -3.4851 -3.8969 4.3533
O -3.9047 -2.4897 4.4929
P -4.1308 -1.3246 3.4005
O -3.9555 -2.0485 1.8730
C -5.2073 -2.1894 1.0397
O -2.5144 -0.7364 3.1179
C -1.4261 -1.1215 4.0352
H -2.9411 -4.0941 5.2633
H -2.8777 -4.0903 3.4526
H -4.4245 -4.4704 4.4071
H -5.1647 -3.2335 0.6243
H -5.1008 -1.4943 0.2089
H -6.0356 -1.9142 1.6772
H -0.9153 -2.0218 3.6404
H -1.9213 -1.3138 5.0161
H -0.7772 -0.2565 4.0944
Se -5.6454 1.9319 -2.0785
C -4.5285 1.0158 -1.2112
N -3.6607 0.4190 -0.6061

=====

# 7
65
Properties=species:S:1:pos:R:3 method="wB97M-V/def2-TZVPD" e_tot_ha=-1817.80095 spin_multiplicity=1 lumo_ev=2.75 total_charge=-1 homo_ev=-6.70 de_lowest_kcal_mol=0.0 gap_ev=9.45
Cl 0.6558 1.1833 0.5213
O 0.6640 1.0589 1.9561
O 2.0179 1.0765 0.0083
O -0.0906 0.0623 0.0037
O 0.0756 2.4020 0.0402
C -1.5185 -2.3298 5.2785
C -1.3632 -2.9359 3.8966
C -1.0599 -1.9111 2.8010
C -2.0800 -0.8616 2.6567
N -2.8388 -0.0049 2.5836
H -2.3380 -1.6102 5.3235
H -0.6333 -1.7326 5.5252
H -1.5943 -3.0368 6.1049
H -2.2681 -3.4668 3.5917
H -0.5315 -3.6425 3.8607
H -0.9685 -2.4554 1.8601
H -0.1077 -1.3941 2.9320
C 5.2276 -0.3265 3.4703
C 4.1433 -0.1396 2.4083
C 3.2402 -1.3723 2.2477
C 2.6024 -1.7716 3.5172
N 2.1469 -2.1245 4.5109
H 5.8774 -1.1786 3.2615
H 4.8069 -0.4346 4.4680
H 5.8598 0.5633 3.4367
H 4.5371 0.0911 1.4202
H 3.4885 0.6851 2.6899
H 3.7709 -2.2844 1.9596
H 2.4257 -1.2106 1.5393
C -3.1035 -0.0164 -3.3542
C -2.0606 1.0230 -3.0115
C -2.6776 2.2028 -2.2554
C -3.1666 1.8222 -0.9151
N -3.5585 1.5804 0.1333
H -3.8724 0.4027 -4.0104
H -3.6147 -0.3925 -2.4667
H -2.6057 -0.8399 -3.8675
H -1.5612 1.3979 -3.9037
H -1.3158 0.5898 -2.3367
H -3.5806 2.5133 -2.7904
H -1.9845 3.0212 -2.0706
C -3.3442 -3.8132 -2.6619
C -2.2371 -3.9435 -1.6023
C -1.9068 -2.5841 -0.9471
C -3.0621 -2.0184 -0.2684
N -3.9756 -1.5753 0.2638
H -2.8924 -3.3157 -3.5154
H -4.2458 -3.3398 -2.2750
H -3.7008 -4.8007 -2.9682
H -1.3339 -4.2835 -2.1106
H -2.5148 -4.6704 -0.8391
H -1.5164 -1.8933 -1.6949
H -1.1375 -2.6833 -0.1793
C 3.0090 5.7420 -3.4475
C 3.4013 4.3798 -2.8583
C 2.2252 3.8045 -2.0585
C 1.0391 3.5868 -2.8942
N 0.1207 3.4477 -3.5663
H 2.5915 6.4056 -2.6884
H 2.1901 5.6152 -4.1611
H 3.8129 6.2490 -3.9804
H 4.2183 4.5091 -2.1463
H 3.7438 3.6879 -3.6258
H 1.9948 4.4447 -1.2071
H 2.4749 2.8464 -1.5928